No. 1
The following is a DFT calculation (ωB97M-V/def2-TZVPD) of a structure of composition C5H3F in a non-equilibrium geometry.

Energy above the lowest of the compared OMol25 structures with the same formula, charge and spin ... 45.65 kJ/mol
Calculated total energy ... -7941.862 eV
2S+1 ... 3
Orbital gap (spin up / spin down) ... 0.3186 / 0.2712 Ha
LUMO energy (spin up / spin down) ... 1.11 / -2.13 eV

Atoms and positions in Å:
1 C -0.4889 0.6688 -1.0266
2 C -1.4669 0.4832 -0.1807
3 C 0.8109 -0.1333 0.6227
4 C 0.4370 -0.4833 -0.7554
5 C -0.5599 -0.7404 0.2502
6 F -2.5013 1.0461 0.3988
7 H 1.5742 -0.7588 1.0527
8 H 0.9076 0.8740 0.8910
9 H 1.2871 -0.9563 -1.2525

***

No. 2
The following is a DFT calculation (ωB97M-V/def2-TZVPD) of a structure of composition C35H29CuN3OPS3 in a non-equilibrium geometry.

Energy above the lowest of the compared OMol25 structures with the same formula, charge and spin ... 17.99 kJ/mol
Calculated total energy ... -129721.043 eV
2S+1 ... 2
Total charge ... -1
Orbital gap (spin up / spin down) ... 0.2629 / 0.2588 Ha
LUMO energy (spin up / spin down) ... 2.53 / 2.41 eV

Atoms and positions in Å:
1 Cu -0.6328 0.8531 0.5013
2 C 0.8121 0.3741 4.5237
3 C 0.8326 0.6168 3.0345
4 N -0.0834 0.0901 2.2885
5 N -1.0257 -0.7204 2.8692
6 C -2.0895 -0.9311 2.1627
7 S -2.4927 -0.2866 0.6278
8 S -3.3239 -1.9994 2.8372
9 C -2.4723 -2.7592 4.2767
10 C -1.6862 -3.9775 3.8923
11 C -0.3488 -3.8770 3.5154
12 C 0.3679 -5.0105 3.1611
13 C -0.2392 -6.2580 3.1790
14 C -1.5727 -6.3660 3.5463
15 C -2.2892 -5.2327 3.8982
16 C 1.8581 1.4912 2.4711
17 C 2.7973 2.0705 3.3414
18 C 3.7746 2.9422 2.9150
19 C 3.8533 3.2634 1.5597
20 C 2.9588 2.7114 0.6756
21 C 1.9434 1.8179 1.0859
22 O 1.1748 1.3034 0.1659
23 H -0.0393 -0.2510 4.7677
24 H 0.7235 1.3255 5.0489
25 H 1.7243 -0.1235 4.8576
26 H -3.2714 -3.0077 4.9739
27 H -1.8406 -1.9772 4.6878
28 H 0.1182 -2.9012 3.4991
29 H 1.4076 -4.9203 2.8712
30 H 0.3227 -7.1449 2.9131
31 H -2.0577 -7.3346 3.5595
32 H -3.3319 -5.3139 4.1850
33 H 2.7608 1.8235 4.3938
34 H 4.4668 3.3796 3.6233
35 H 4.6228 3.9373 1.2018
36 H 3.0091 2.9317 -0.3848
37 C -3.6630 -1.4400 -3.9756
38 C -3.8453 -0.1424 -3.5161
39 C -2.7881 0.5507 -2.9523
40 C -1.5227 -0.0364 -2.8635
41 C -1.3498 -1.3385 -3.3254
42 C -2.4157 -2.0355 -3.8771
43 P -0.2559 0.8252 -1.8565
44 C 1.3071 0.1074 -2.4728
45 C 1.7616 -1.0597 -1.8583
46 C 2.9387 -1.6611 -2.2722
47 C 3.6761 -1.1021 -3.3067
48 C 3.2349 0.0624 -3.9159
49 C 2.0568 0.6691 -3.5007
50 C -0.2568 2.4993 -2.5895
51 C 0.1129 3.5821 -1.7970
52 C 0.1193 4.8654 -2.3247
53 C -0.2275 5.0741 -3.6497
54 C -0.5826 3.9979 -4.4512
55 C -0.6039 2.7168 -3.9248
56 H -4.4966 -1.9914 -4.3927
57 H -4.8186 0.3273 -3.5873
58 H -2.9378 1.5512 -2.5607
59 H -0.3780 -1.8098 -3.2487
60 H -2.2720 -3.0521 -4.2231
61 H 1.1886 -1.4677 -1.0330
62 H 3.2888 -2.5626 -1.7845
63 H 4.5991 -1.5671 -3.6308
64 H 3.8094 0.5038 -4.7214
65 H 1.7318 1.5853 -3.9733
66 H 0.3709 3.4125 -0.7611
67 H 0.3689 5.7046 -1.6887
68 H -0.2292 6.0768 -4.0594
69 H -0.8551 4.1546 -5.4882
70 H -0.8983 1.8817 -4.5472
71 S -3.2727 4.4762 -0.0730
72 C -2.2064 3.4291 0.5196
73 N -1.4200 2.6742 0.9573

***

No. 3
The following is a DFT calculation (ωB97M-V/def2-TZVPD) of a structure of composition C38H37BrNO3PRu in a non-equilibrium geometry.

Energy above the lowest of the compared OMol25 structures with the same formula, charge and spin ... 116.23 kJ/mol
Calculated total energy ... -129547.542 eV
2S+1 ... 2
Total charge ... +1
Orbital gap (spin up / spin down) ... 0.2684 / 0.2582 Ha
LUMO energy (spin up / spin down) ... -3.78 / -4.01 eV

Atoms and positions in Å:
1 Ru 0.4870 -0.3232 -0.5760
2 C -3.2802 1.8357 1.6281
3 C -1.9544 1.1329 1.6835
4 C -0.7961 1.8424 2.1178
5 C 0.4236 1.2321 2.1578
6 C 0.5583 -0.1259 1.7511
7 C -0.5774 -0.8490 1.4066
8 C -1.8321 -0.1925 1.3589
9 H -3.1794 2.8372 1.2097
10 H -3.6935 1.9491 2.6327
11 H -3.9982 1.2776 1.0289
12 H -0.8967 2.8788 2.4170
13 H 1.3002 1.7664 2.5017
14 H 1.4504 -0.6597 2.0196
15 H -0.5214 -1.9252 1.3132
16 H -2.7147 -0.7538 1.0794
17 C 5.1298 -1.9314 -3.9135
18 C 5.5084 -2.2632 -2.6190
19 C 4.8182 -1.7372 -1.5359
20 C 3.7391 -0.8834 -1.7520
21 C 3.3670 -0.5467 -3.0544
22 C 4.0624 -1.0693 -4.1308
23 P 2.8026 -0.1259 -0.4130
24 C 3.6452 -0.4672 1.1313
25 C 4.1957 0.5632 1.8873
26 C 4.7982 0.2757 3.1068
27 C 4.8442 -1.0323 3.5680
28 C 4.2876 -2.0608 2.8158
29 C 3.6845 -1.7820 1.5990
30 C 2.4947 1.6159 -0.7088
31 C 3.2711 2.7463 -0.9576
32 C 2.6023 3.9391 -1.1581
33 C 1.2074 3.9750 -1.1211
34 C 0.4505 2.8340 -0.9055
35 C 1.1072 1.6182 -0.7096
36 H 5.6746 -2.3407 -4.7547
37 H 6.3457 -2.9269 -2.4505
38 H 5.1263 -1.9868 -0.5301
39 H 2.5325 0.1197 -3.2219
40 H 3.7738 -0.8060 -5.1402
41 H 4.1515 1.5857 1.5306
42 H 5.2302 1.0753 3.6941
43 H 5.3120 -1.2533 4.5186
44 H 4.3189 -3.0788 3.1812
45 H 3.2300 -2.5796 1.0210
46 H 4.3529 2.6941 -0.9882
47 H 3.1566 4.8510 -1.3411
48 H 0.7033 4.9222 -1.2760
49 H -0.6306 2.8924 -0.9074
50 O -1.5490 -0.1903 -1.5659
51 C -2.2278 0.4021 -2.3983
52 C -3.4963 -0.1882 -2.9377
53 C -3.3041 -0.3387 -4.4670
54 C -1.8537 -0.6307 -4.9238
55 C -0.9524 0.6056 -5.1225
56 C -0.5579 1.3179 -3.8318
57 N -1.7788 1.5458 -3.0163
58 H -4.3578 0.4423 -2.7060
59 H -3.6422 -1.1513 -2.4528
60 H -3.6609 0.5590 -4.9788
61 H -3.9552 -1.1469 -4.8008
62 H -1.9083 -1.1475 -5.8824
63 H -1.3700 -1.3312 -4.2307
64 H -1.4640 1.3121 -5.7863
65 H -0.0376 0.3057 -5.6392
66 H -0.0587 2.2677 -4.0161
67 H 0.1149 0.6956 -3.2499
68 H -2.5087 1.9447 -3.5927
69 Br 1.0756 -8.0444 -4.6753
70 C 0.9662 -6.3412 -3.8604
71 C 0.8478 -6.2523 -2.4824
72 C 0.7707 -5.0031 -1.8885
73 C 0.8098 -3.8532 -2.6696
74 C 0.9272 -3.9596 -4.0517
75 C 1.0070 -5.2046 -4.6528
76 C 0.7376 -2.5082 -2.0392
77 O 0.7282 -1.4765 -2.7404
78 O 0.7007 -2.4166 -0.7650
79 H 0.8164 -7.1524 -1.8840
80 H 0.6796 -4.9138 -0.8140
81 H 0.9597 -3.0576 -4.6490
82 H 1.1015 -5.2978 -5.7262

***

No. 4
The following is a DFT calculation (ωB97M-V/def2-TZVPD) of a structure of composition C36H31Cl2FeN7O11S.

Energy above the lowest of the compared OMol25 structures with the same formula, charge and spin ... 0.00 kJ/mol
Calculated total energy ... -141049.898 eV
2S+1 ... 5
Orbital gap (spin up / spin down) ... 0.2636 / 0.2613 Ha
LUMO energy (spin up / spin down) ... -0.93 / -0.98 eV

Atoms and positions in Å:
1 Fe -0.0082 0.5329 0.1243
2 C 3.2113 0.8372 1.0275
3 O 1.9239 1.4215 1.1140
4 C 1.7173 2.0602 2.3605
5 C 0.4622 2.8798 2.2637
6 O -0.5802 1.9740 1.9347
7 C -1.8562 2.5937 1.8814
8 H 3.4216 0.2473 1.9236
9 H 3.9703 1.6147 0.9045
10 H 3.2207 0.1735 0.1680
11 H 2.5650 2.7105 2.5989
12 H 1.6171 1.2915 3.1375
13 H 0.5630 3.6371 1.4827
14 H 0.2564 3.3581 3.2280
15 H -2.1023 3.0254 2.8565
16 H -2.5767 1.8190 1.6325
17 H -1.8719 3.3801 1.1223
18 N 2.3993 -0.5891 -3.7218
19 C 3.6622 0.0371 -3.7911
20 C 4.7092 -0.5710 -4.4625
21 C 5.9444 0.0597 -4.5413
22 C 6.1363 1.2879 -3.9316
23 C 5.0918 1.8814 -3.2326
24 C 3.8546 1.2634 -3.1715
25 S 2.5162 2.0377 -2.3093
26 N 1.4992 0.7181 -1.9835
27 C 1.5074 -0.3272 -2.7153
28 C 0.4083 -1.3142 -2.5335
29 C 0.0228 -2.1525 -3.5681
30 C -1.0377 -3.0164 -3.3600
31 C -1.6696 -3.0147 -2.1336
32 C -1.2346 -2.1301 -1.1564
33 N -0.2177 -1.2946 -1.3538
34 H 2.3453 -1.4978 -4.1500
35 H 4.5530 -1.5318 -4.9403
36 H 6.7559 -0.4210 -5.0704
37 H 7.0941 1.7856 -3.9965
38 H 5.2286 2.8394 -2.7453
39 H 0.5006 -2.1015 -4.5372
40 H -1.3708 -3.6712 -4.1543
41 H -2.5034 -3.6704 -1.9404
42 H -1.7137 -2.0582 -0.1879
43 Cl -4.0080 -3.1306 2.5037
44 C -2.7525 -4.3119 2.3393
45 C -2.6808 -5.0157 1.1514
46 C -1.7567 -6.0316 0.9804
47 C -0.9039 -6.3518 2.0235
48 C -0.9753 -5.6368 3.2026
49 Cl 0.1118 -6.0573 4.4963
50 C -1.8854 -4.5838 3.4039
51 N -1.9389 -3.9252 4.6099
52 C -2.1843 -2.5385 4.8169
53 C -3.2045 -2.1864 5.6970
54 C -3.4799 -0.8599 5.9670
55 C -2.7336 0.1325 5.3449
56 C -1.7037 -0.2191 4.4922
57 C -1.3951 -1.5519 4.2224
58 C -0.1738 -1.8460 3.3887
59 C -0.1307 -1.1933 2.0097
60 O 0.9890 -1.0646 1.4643
61 O -1.1855 -0.7537 1.4675
62 H -3.3932 -4.7777 0.3763
63 H -1.7114 -6.5814 0.0505
64 H -0.1779 -7.1470 1.9278
65 H -1.5590 -4.4310 5.3924
66 H -3.7896 -2.9767 6.1503
67 H -4.2813 -0.6009 6.6466
68 H -2.9483 1.1766 5.5346
69 H -1.1074 0.5511 4.0163
70 H -0.0065 -2.9149 3.2571
71 H 0.7061 -1.4652 3.9116
72 O -1.6544 6.2026 -5.4466
73 N -2.0473 5.0880 -5.1639
74 O -2.8611 4.4571 -5.8130
75 C -1.5124 4.4641 -3.9643
76 C -0.6181 5.1623 -3.1644
77 C -0.1181 4.5947 -2.0212
78 C -0.4848 3.2669 -1.5766
79 O 0.0057 2.7073 -0.5775
80 C -1.4193 2.6199 -2.4767
81 C -1.9020 3.1843 -3.6328
82 N -1.8353 1.2833 -2.1686
83 O -2.1255 0.5203 -3.0667
84 O -1.8967 0.9719 -0.9721
85 N 0.8261 5.4052 -1.2514
86 O 1.1246 5.0507 -0.1292
87 O 1.2672 6.4087 -1.7853
88 H -0.3140 6.1603 -3.4423
89 H -2.5894 2.6402 -4.2649

***

No. 5
The following is a DFT calculation (ωB97M-V/def2-TZVPD) of a cluster of 2 separate species, C5H14NO2 in total in a non-equilibrium geometry.

Energy above the lowest of the compared OMol25 structures with the same formula, charge and spin ... 156.49 kJ/mol
Calculated total energy ... -10995.984 eV
Total charge ... -1
Orbital gap ... 0.2760 Ha
LUMO energy ... 4.21 eV

Atoms and positions in Å:
1 C 1.8502 -0.1813 -0.0864
2 N 0.7489 -0.8868 0.5878
3 C 0.1666 -0.1062 1.6814
4 C -1.1899 0.7038 1.2949
5 C -1.0196 1.4438 -0.0385
6 O -0.8858 0.5865 -1.0903
7 C 2.0448 -0.7861 -1.5888
8 H 1.5822 0.8712 -0.2453
9 H 2.7619 -0.4143 0.4712
10 H -0.0489 -0.9225 -0.1061
11 H -0.2795 -0.8698 2.2879
12 H 0.6235 0.5562 2.3913
13 H -2.0238 0.0493 1.1825
14 H -1.3812 1.3613 2.1956
15 H -1.8998 2.1386 -0.2772
16 H -0.1962 2.2098 0.1276
17 H 2.8294 -1.5051 -1.5466
18 H 1.1288 -1.3772 -1.8276
19 H 2.1208 0.0252 -2.2533
20 H -1.9757 -0.3957 -1.5504
21 H -2.5629 -1.1749 -0.3390
22 O -2.3937 -1.3258 -1.2707

***

Q: Look up the calculated total energy of the fourth one.
A: -141049.898 eV

***

Q: What is the formula in the second record?
A: C35H29CuN3OPS3

***

Q: Which value of calculated total energy does entry 4 give?
A: -141049.898 eV

***

Q: Which of these has the highest calculated total energy?
A: C5H3F